Entry a
# C47H36EuF3N5O9Se2

A structure of composition C47H36EuF3N5O9Se2 (wB97M-V/def2-TZVPD, OMol25).

Its HOMO energy (spin up / spin down) is -0.534 / -1.880 eV. The LUMO energy (spin up / spin down) comes out at 3.52 / 3.52 eV.

Structure (ORCA input):
```
! RIJCOSX wB97M-V def2-TZVPD def2/J DEFGRID3
* xyz -2 8
Eu 1.232 -1.372 0.584
O -4.381 0.001 0.230
C -4.341 0.160 1.389
O -2.747 2.712 1.126
C -3.660 -0.082 2.626
C -3.906 0.638 3.815
C -3.121 0.237 4.885
C -2.178 -0.740 4.616
C -1.935 -1.325 3.304
N -2.789 -1.054 2.347
C -0.880 -2.400 3.217
O -0.855 -3.388 3.914
O 0.146 -1.950 2.455
H -4.742 1.295 3.867
H -3.095 0.798 5.814
H -1.663 -1.324 5.349
O -3.491 -3.469 -4.697
C -2.779 -2.238 -4.709
C -1.919 -2.158 -3.456
C -1.288 -0.955 -3.053
C -0.640 -0.934 -1.827
N -0.461 -2.024 -1.031
C -1.012 -3.220 -1.436
C -1.822 -3.271 -2.584
C -0.663 -4.393 -0.604
C -1.315 -5.650 -0.832
C -1.116 -6.702 0.043
C -1.917 -7.980 -0.124
O -2.597 -7.968 -1.370
C -0.200 -6.491 1.090
C 0.260 -5.179 1.291
N 0.272 -4.258 0.345
H -4.113 -3.556 -5.459
H -3.430 -1.351 -4.708
H -2.153 -2.055 -5.601
H -1.288 -0.100 -3.714
H -0.144 0.012 -1.547
H -2.308 -4.176 -2.894
H -1.949 -5.822 -1.762
H -2.548 -8.049 0.802
H -1.235 -8.827 -0.089
H -3.081 -8.836 -1.446
H 0.078 -7.295 1.843
H 0.829 -4.930 2.158
Se 3.486 -1.593 3.452
Se 4.801 -0.163 5.141
C 3.350 1.047 5.737
C 3.795 2.372 5.930
C 2.872 3.230 6.492
C 1.564 2.846 6.615
C 1.191 1.553 6.230
N 2.094 0.675 5.749
C 4.397 -2.401 2.047
C 5.507 -3.273 2.160
C 6.198 -3.731 0.988
C 5.579 -3.425 -0.220
C 4.409 -2.598 -0.211
N 3.798 -2.177 0.896
H 4.875 2.552 5.947
H 3.240 4.201 6.853
H 0.839 3.567 6.999
H 0.131 1.160 6.353
H 5.882 -3.648 3.135
H 6.982 -4.428 1.147
H 5.965 -3.837 -1.153
H 3.974 -2.199 -1.140
C 5.442 2.089 -4.621
O 4.768 3.070 -3.850
C 3.917 2.705 -2.820
C 3.521 3.696 -1.882
C 2.661 3.469 -0.839
C 2.078 2.206 -0.583
C 1.067 2.067 0.459
C 0.717 3.311 1.186
O 0.577 0.960 0.790
C 2.612 1.095 -1.404
O 2.441 -0.177 -1.186
C 3.445 1.413 -2.576
H 6.206 2.647 -5.162
H 4.756 1.498 -5.278
H 5.987 1.340 -4.006
H 3.951 4.680 -2.012
H 2.498 4.238 -0.161
H 0.511 4.172 0.505
H 1.586 3.609 1.780
H -0.133 3.101 1.809
H 3.644 0.648 -3.286
F -4.724 7.449 -5.767
C -5.110 7.382 -4.414
F -6.514 7.071 -4.414
F -4.984 8.611 -3.921
C -4.464 6.256 -3.675
C -5.075 4.953 -3.806
C -4.680 3.926 -3.000
C -3.404 4.087 -2.291
C -2.607 5.276 -2.434
C -3.210 6.374 -3.066
C -3.014 3.320 -1.209
C -2.752 2.941 -0.042
H -5.954 4.848 -4.458
H -5.275 2.982 -2.917
H -1.666 5.320 -1.957
H -2.803 7.306 -2.804
*
```

Atomic partial charges in e from the Mulliken method, atoms 1 to 8:
1 Eu 1.380
2 O -0.232
3 C -0.777
4 O -0.699
5 C 1.265
6 C -0.622
7 C -0.566
8 C -0.521

---

Entry b
# C47H36EuF3N5O9Se2

A structure of composition C47H36EuF3N5O9Se2 (wB97M-V/def2-TZVPD, OMol25).

Its HOMO energy (spin up / spin down) is 0.012 / -1.229 eV. The LUMO energy (spin up / spin down) comes out at 3.53 / 3.53 eV.

Structure (ORCA input):
```
! RIJCOSX wB97M-V def2-TZVPD def2/J DEFGRID3
* xyz -2 8
Eu -0.775 -0.015 -0.489
O -4.546 1.524 -2.254
C -3.404 1.157 -1.954
O -2.970 0.799 -0.800
C -2.415 1.017 -3.089
C -2.739 1.500 -4.375
C -2.103 1.052 -5.501
C -1.046 0.190 -5.297
C -0.731 -0.243 -3.976
N -1.440 0.146 -2.898
C 0.501 -1.124 -3.920
O 1.301 -1.031 -4.813
O 1.310 0.458 -1.784
H -3.541 2.203 -4.411
H -2.415 1.376 -6.482
H -0.460 -0.256 -6.124
O 2.240 -5.818 -4.015
C 0.937 -5.949 -3.456
C 0.403 -4.548 -3.120
C -0.794 -4.423 -2.479
C -1.070 -3.215 -1.774
N -0.296 -2.189 -1.850
C 0.861 -2.135 -2.727
C 1.214 -3.480 -3.380
C 2.153 -1.709 -2.065
C 3.275 -2.594 -1.976
C 4.415 -2.139 -1.374
C 5.612 -3.064 -1.324
O 5.321 -4.264 -2.057
C 4.469 -0.872 -0.779
C 3.421 -0.006 -0.962
N 2.284 -0.411 -1.600
H 2.536 -6.744 -4.114
H 0.953 -6.469 -2.480
H 0.338 -6.528 -4.193
H -1.516 -5.234 -2.310
H -2.027 -3.191 -1.267
H 2.176 -3.653 -3.889
H 3.241 -3.634 -2.367
H 5.771 -3.222 -0.227
H 6.515 -2.609 -1.745
H 6.091 -4.855 -1.946
H 5.388 -0.627 -0.236
H 3.365 1.059 -0.720
Se -4.569 0.775 3.551
Se -4.984 0.566 1.253
C -4.606 -1.338 1.268
C -5.719 -2.169 1.432
C -5.527 -3.523 1.729
C -4.218 -4.047 1.591
C -3.256 -3.155 1.164
N -3.418 -1.806 1.027
C -3.443 2.283 3.327
C -3.883 3.545 3.772
C -3.079 4.678 3.609
C -1.843 4.515 3.014
C -1.468 3.210 2.611
N -2.245 2.132 2.822
H -6.734 -1.755 1.324
H -6.342 -4.117 2.026
H -3.981 -5.102 1.776
H -2.233 -3.504 0.893
H -4.858 3.616 4.185
H -3.374 5.666 3.885
H -1.169 5.334 2.806
H -0.543 3.025 2.098
C 0.014 -4.964 5.010
O 1.199 -4.095 5.185
C 1.210 -2.996 4.387
C 2.229 -2.067 4.718
C 2.341 -0.891 3.996
C 1.484 -0.581 2.926
C 1.589 0.664 2.189
C 2.668 1.678 2.557
O 0.856 0.902 1.195
C 0.508 -1.576 2.525
O -0.337 -1.386 1.561
C 0.346 -2.724 3.349
H 0.221 -5.899 5.583
H -0.187 -5.199 3.959
H -0.845 -4.402 5.470
H 2.889 -2.366 5.510
H 3.123 -0.205 4.352
H 3.656 1.226 2.478
H 2.459 2.045 3.578
H 2.586 2.496 1.826
H -0.473 -3.410 3.109
F 1.676 9.731 -1.439
C 1.737 8.999 -0.294
F 1.069 9.743 0.632
F 3.042 8.997 0.125
C 1.155 7.681 -0.468
C -0.051 7.417 0.206
C -0.655 6.207 0.056
C 0.018 5.200 -0.703
C 1.201 5.493 -1.403
C 1.823 6.718 -1.247
C -0.417 3.833 -0.607
C -0.674 2.651 -0.322
H -0.531 8.245 0.735
H -1.652 6.026 0.498
H 1.647 4.729 -1.993
H 2.767 7.020 -1.799
*
```

Atomic partial charges in e from the Mulliken method, atoms 1 to 8:
1 Eu 1.021
2 O -0.841
3 C 0.407
4 O -0.215
5 C 0.554
6 C -0.924
7 C -0.511
8 C -1.044

---

Name the least stable of them. entry a.

---

Entry a
# C5H9NS2

An isolated molecule of C5H9NS2 (wB97M-V/def2-TZVPD, OMol25).

Its HOMO energy is -8.439 eV. The SMILES is NC[C@@]12CSC[C@@H]1S2. The LUMO energy comes out at 0.78 eV.

Structure (ORCA input):
```
! RIJCOSX wB97M-V def2-TZVPD def2/J DEFGRID3
* xyz 0 1
N 2.346 -0.667 -0.651
C 1.543 -0.026 0.406
C 0.132 0.136 -0.163
C -0.651 -1.058 -0.593
S -2.422 -0.620 -0.773
C -2.265 0.746 0.400
C -0.780 1.136 0.385
S 0.059 1.584 -1.227
H 2.165 -1.649 -0.680
H 3.319 -0.536 -0.409
H 1.928 1.062 0.554
H 1.501 -0.616 1.340
H -0.585 -1.844 0.150
H -0.350 -1.458 -1.576
H -2.974 1.574 0.201
H -2.527 0.441 1.428
H -0.439 1.794 1.206
*
```

Atomic partial charges in e from the Mulliken method, atoms 1 to 8:
1 N -0.547
2 C -0.613
3 C 0.960
4 C -0.934
5 S -0.164
6 C -0.661
7 C -0.909
8 S -0.165

---

Entry b
# C5H9NS2

An isolated molecule of C5H9NS2 (wB97M-V/def2-TZVPD, OMol25).

Its HOMO energy is -8.457 eV. The SMILES is C=CN(C=S)SCC. The LUMO energy comes out at -0.19 eV.

Structure (ORCA input):
```
! RIJCOSX wB97M-V def2-TZVPD def2/J DEFGRID3
* xyz 0 1
C -0.398 2.628 -0.186
C -0.260 1.962 0.988
N -0.391 0.544 0.975
C -0.044 -0.229 2.124
S -0.320 -1.909 2.184
S -1.344 -0.195 -0.347
C 0.308 -1.047 -0.651
C 0.400 -1.805 -1.898
H -0.068 3.575 -0.285
H -0.530 1.741 -1.028
H -0.233 2.377 1.977
H 0.161 0.283 3.048
H 1.103 -0.123 -0.645
H 0.651 -1.671 0.146
H 1.388 -1.795 -2.393
H 0.084 -3.025 -1.564
H -0.508 -1.312 -2.445
*
```

Atomic partial charges in e from the Mulliken method, atoms 1 to 8:
1 C -0.772
2 C 0.082
3 N 0.074
4 C -0.137
5 S -0.307
6 S -0.064
7 C -0.198
8 C -0.896

---

Name the least stable of them. entry b.